This record from OMol25 describes a structure of composition C35H51CdN8O2SbSi3. The level of theory is ωB97M-V with the def2-TZVPD basis set.

net charge: +2
E_LUMO: -0.199 Eh
relative energy (zero: lowest compared OMol25 entry of this formula, charge and spin): 1.129 eV
frontier orbital gap: 6.5 eV

Last column: Löwdin charge in e.
Geometry (Å):
Cd 0.4762 -1.2626 -0.1770  1.17
C -3.7757 11.7998 -1.0100  -0.06
O -4.6311 10.6891 -0.7516  -0.07
C -4.1184 9.4479 -0.7677  -0.29
C -4.8367 8.4722 -0.0865  0.01
C -4.3202 7.2302 0.0860  -0.03
C -3.1220 6.8952 -0.5088  -0.17
C -2.4308 7.8434 -1.2318  -0.03
C -2.8767 9.1735 -1.3290  0.01
C -2.5287 5.5440 -0.2987  -0.24
N -2.5277 4.7943 0.7462  0.21
C -1.7201 3.7514 0.3835  -0.16
C -1.2565 3.8551 -0.9191  -0.15
N -1.8259 4.9932 -1.3566  0.18
C -0.4405 2.8938 -1.5385  -0.08
C 0.1156 3.0642 -2.8140  0.02
C 0.8946 2.1207 -3.3484  -0.03
C 1.1005 0.9175 -2.6461  -0.13
N 0.6201 0.6950 -1.4359  0.01
C -0.1414 1.7150 -0.8672  -0.17
C -0.6633 1.4826 0.4532  -0.17
N -0.3391 0.3556 1.1705  -0.03
C -0.7768 0.2010 2.4180  -0.11
C -1.6235 1.1635 3.0778  -0.01
C -1.9993 2.2710 2.3636  0.01
C -1.4921 2.4967 1.0777  -0.05
H -4.1848 12.6696 -0.5034  0.10
H -3.7835 11.9971 -2.0883  0.10
H -2.7126 11.6359 -0.7126  0.10
H -5.7739 8.8482 0.4567  0.16
H -4.8937 6.5190 0.6307  0.12
H -1.4731 7.5336 -1.6386  0.11
H -2.2761 9.8787 -1.8937  0.11
H -1.6964 5.4362 -2.2688  0.17
H -0.0610 4.0297 -3.2889  0.13
H 1.4152 2.2375 -4.3046  0.13
H 1.7042 0.1916 -3.1903  0.12
H -0.3845 -0.6335 3.0447  0.10
H -1.9057 0.9816 4.1103  0.12
H -2.5496 3.1169 2.8124  0.14
C 3.7858 0.4960 3.2657  0.01
C 2.8741 0.4844 2.0724  -0.62
N 2.5522 1.7048 1.6199  0.20
O 2.5330 -0.5381 1.5236  -0.11
H 3.2198 0.0545 4.0790  0.09
H 4.0420 1.5179 3.6037  0.09
H 4.7058 -0.1756 3.0277  0.12
H 2.8691 2.5576 2.0480  0.12
H 1.9891 1.7946 0.7866  0.09
N -4.7651 -3.2353 -0.5509  0.14
C -3.7724 -2.6057 -1.2604  -0.37
C -2.6540 -2.0296 -0.5734  -0.09
N -1.7111 -1.4282 -1.2548  -0.03
C -1.8679 -1.3306 -2.5830  -0.15
C -2.9594 -1.8263 -3.1902  -0.11
N -3.8138 -2.5934 -2.5501  0.14
H -5.0096 -2.8441 0.3519  0.11
H -5.5798 -3.5650 -1.0757  0.12
H -2.6711 -2.0786 0.5132  0.11
H -1.1160 -0.7719 -3.0751  0.08
H -3.1366 -1.8503 -4.2778  0.13
C 3.8709 -3.0670 2.9643  -0.21
Si 4.1930 -3.3765 1.1530  0.35
C 5.1780 -4.8471 0.8390  -0.23
C 5.1759 -2.0407 0.2068  -0.18
Sb 1.7009 -3.6861 0.2274  0.82
Si 0.2795 -4.8369 2.0043  0.29
C -1.1730 -5.4504 1.0211  -0.25
C 1.2451 -6.1744 2.9173  -0.19
C -0.2441 -3.4695 3.2522  -0.22
Si 1.5473 -4.9646 -2.0275  0.29
C 2.2620 -3.6842 -3.2089  -0.23
C 2.6834 -6.4668 -1.8523  -0.23
C -0.2140 -5.1813 -2.4739  -0.23
H 4.2978 -2.1074 3.2608  0.00
H 4.4163 -3.7638 3.5825  0.04
H 2.7961 -3.0124 3.2419  0.01
H 6.1146 -4.5110 1.3771  0.08
H 5.5025 -4.9786 -0.2074  0.05
H 4.8450 -5.7595 1.2348  0.02
H 6.1820 -1.9819 0.5614  0.03
H 4.7369 -1.0614 0.3000  0.01
H 5.3172 -2.4385 -0.7874  0.02
H -1.0342 -6.3732 0.5061  0.01
H -1.3645 -4.7596 0.1290  0.01
H -2.1669 -5.6246 1.5928  0.08
H 1.4336 -6.9558 2.1519  0.04
H 0.6221 -6.5770 3.6710  0.02
H 2.1683 -5.7074 3.2534  0.02
H -0.8853 -2.7030 2.8217  -0.01
H 0.6547 -2.9996 3.6151  0.00
H -0.7706 -3.9872 4.0851  0.05
H 3.1563 -3.3306 -2.7450  0.01
H 1.5203 -2.9206 -3.2573  -0.01
H 2.3434 -4.1331 -4.2004  0.05
H 3.7894 -6.2591 -1.8911  0.04
H 2.5027 -7.1634 -2.7408  0.06
H 2.3779 -6.9527 -0.8967  0.02
H -0.8121 -4.3349 -2.1624  -0.01
H -0.7045 -6.1147 -2.2491  0.03
H -0.2426 -5.0262 -3.6249  0.08

Forces on atoms 1 to 2 (eV/Å):
0.487 -0.222 0.143
0.607 -0.041 -0.725


This record from OMol25 describes a cluster of 2 separate species, C35H51N3OP in total. The level of theory is ωB97M-V with the def2-TZVPD basis set.

net charge: +1
E_LUMO: -0.196 Eh
relative energy (zero: lowest compared OMol25 entry of this formula, charge and spin): 0.713 eV
frontier orbital gap: 5.3 eV

Last column: Löwdin charge in e.
Geometry (Å):
C -6.1769 -3.3320 -0.1206  -0.11
C -4.8660 -3.1061 0.6214  -0.30
C -3.9187 -2.2002 -0.1744  -0.30
C -2.5912 -1.9740 0.5449  -0.38
P -2.8764 -1.1482 2.1754  1.01
C -1.1166 -1.0743 2.7604  -0.37
C -0.9709 -1.8899 4.0434  -0.30
C -1.8217 -1.3284 5.1865  -0.31
C -1.6344 -2.1314 6.4676  -0.12
C -3.0075 0.5731 1.5389  -0.40
C -3.2668 1.5891 2.6483  -0.27
C -3.2234 3.0260 2.1080  -0.26
C -1.8698 3.3843 1.5033  -0.12
H -6.8336 -3.9918 0.4510  0.07
H -6.7016 -2.3847 -0.2815  0.07
H -5.9936 -3.7950 -1.0954  0.07
H -5.0644 -2.6649 1.6091  0.08
H -4.3673 -4.0665 0.8018  0.11
H -3.7220 -2.6401 -1.1625  0.10
H -4.4268 -1.2412 -0.3597  0.09
H -2.1036 -2.9356 0.7674  0.09
H -1.9089 -1.3609 -0.0617  0.05
H -0.4734 -1.4814 1.9697  0.07
H -0.8405 -0.0242 2.9382  0.08
H -1.2706 -2.9331 3.8674  0.11
H 0.0849 -1.9063 4.3451  0.11
H -1.5448 -0.2802 5.3599  0.11
H -2.8823 -1.3314 4.8966  0.08
H -2.2435 -1.7157 7.2730  0.07
H -1.9299 -3.1746 6.3198  0.08
H -0.5875 -2.1108 6.7847  0.07
H -2.0627 0.7856 1.0189  0.05
H -3.8184 0.6092 0.7935  0.08
H -4.2487 1.4024 3.1038  0.11
H -2.5189 1.4867 3.4479  0.10
H -4.0079 3.1341 1.3506  0.11
H -3.4653 3.7131 2.9259  0.11
H -1.8582 4.4225 1.1633  0.07
H -1.0660 3.2605 2.2384  0.08
H -1.6386 2.7558 0.6365  0.04
C 5.9114 -0.9165 -2.2050  0.00
N 4.7662 -0.2196 -1.6656  -0.04
C 4.9032 0.6871 -0.6566  -0.37
O 5.9579 0.9819 -0.1006  0.11
C 3.5144 1.2584 -0.3516  -0.15
C 3.4592 2.7716 -0.5912  -0.08
C 4.3780 3.5389 0.3372  -0.24
C 5.4198 4.3091 -0.1916  -0.04
C 6.2963 4.9777 0.6652  -0.06
C 6.1212 4.8813 2.0534  -0.07
C 5.0683 4.1206 2.5811  -0.07
C 4.1898 3.4528 1.7205  -0.04
N 2.6549 0.4916 -1.2616  0.06
C 1.3154 0.6499 -1.3017  0.04
C 0.4808 -0.0517 -2.1655  -0.06
C -0.9033 0.0538 -2.2717  0.04
C -1.6719 -0.7052 -3.2213  -0.19
C -3.0858 -0.5415 -3.2996  0.00
C -3.8515 -1.2832 -4.1905  0.00
C -3.2413 -2.2154 -5.0471  -0.20
C -4.0288 -2.9848 -5.9693  -0.15
N -4.6656 -3.6170 -6.7231  0.19
C -1.8516 -2.3900 -4.9978  0.00
C -1.0761 -1.6507 -4.1115  0.01
C 3.4022 -0.4474 -2.1248  -0.46
C 3.3072 -0.0502 -3.6046  0.02
C 3.0196 -1.9047 -1.8319  0.02
H 6.8147 -0.5682 -1.6990  0.10
H 5.8174 -1.9984 -2.0584  0.10
H 6.0114 -0.7266 -3.2797  0.10
H 3.2614 1.0220 0.7012  0.17
H 3.7462 2.9551 -1.6420  0.13
H 2.4121 3.0940 -0.4603  0.12
H 5.5425 4.3470 -1.2784  0.12
H 7.1155 5.5624 0.2414  0.11
H 6.8066 5.4020 2.7237  0.11
H 4.9253 4.0358 3.6604  0.11
H 3.3617 2.8501 2.1080  0.11
H 0.9010 1.3726 -0.5946  0.15
H 0.9673 -0.7518 -2.8353  0.06
H -1.4401 0.7909 -1.6676  0.13
H -3.5669 0.1927 -2.6430  0.13
H -4.9358 -1.1468 -4.2360  0.14
H -1.3766 -3.1151 -5.6653  0.13
H 0.0055 -1.8192 -4.1065  0.11
H 3.6846 0.9766 -3.7221  0.11
H 3.9104 -0.7365 -4.2101  0.10
H 2.2799 -0.0713 -3.9685  0.07
H 3.2067 -2.1059 -0.7670  0.11
H 1.9661 -2.1013 -2.0301  0.07
H 3.6278 -2.5763 -2.4486  0.10

Forces on atoms 1 to 2 (eV/Å):
0.011 -0.097 0.078
-0.014 0.078 -0.152


Question: Look up the net charge of the first one.
Answer: +2